Molecular formula: C43H50N8O8SbSi3TeTl
Method: DFT, ωB97M-V/def2-TZVPD

Output
HOMO	-3.20	eV
charge	-2
energy above the lowest of the compared OMol25 structures with the same formula, charge and spin	11.0	kcal per mole
orbital gap	6.682	eV

Positions of all 115 atoms, in Å:
Tl 1.107 -0.442 -0.153
C 5.590 -0.268 1.194
C 5.891 -0.829 -0.039
C 5.146 -1.905 -0.479
C 4.103 -2.363 0.318
N 3.802 -1.829 1.499
C 4.542 -0.806 1.922
C 3.200 -3.438 -0.192
C 3.708 -4.650 -0.642
C 2.823 -5.589 -1.143
C 1.478 -5.276 -1.228
C 1.055 -4.021 -0.794
N 1.902 -3.149 -0.249
C -0.351 -3.552 -1.001
C -1.426 -4.424 -1.099
C -2.684 -3.903 -1.366
C -2.825 -2.541 -1.558
C -1.702 -1.739 -1.426
N -0.501 -2.235 -1.148
H 6.129 0.591 1.570
H 6.658 -0.403 -0.672
H 5.291 -2.314 -1.468
H 4.266 -0.383 2.883
H 4.771 -4.845 -0.589
H 3.181 -6.549 -1.490
H 0.779 -5.970 -1.672
H -1.297 -5.485 -0.931
H -3.550 -4.550 -1.396
H -3.789 -2.096 -1.750
H -1.761 -0.663 -1.534
O 4.380 -0.139 -3.182
C 3.185 -0.392 -2.966
O 2.723 -1.003 -1.956
C 2.177 -0.037 -4.055
C 2.605 -0.127 -5.343
C 1.723 0.088 -6.420
C 0.401 0.390 -6.197
C -0.061 0.501 -4.897
C 0.804 0.359 -3.732
O 0.448 0.615 -2.564
N -1.472 0.797 -4.765
O -2.112 1.064 -5.781
O -1.978 0.828 -3.655
N 2.195 -0.024 -7.776
O 1.410 0.180 -8.698
O 3.372 -0.308 -7.962
H 3.643 -0.365 -5.528
H -0.278 0.535 -7.020
C -0.892 -3.953 3.332
Te 0.974 -3.003 2.885
C 0.922 -2.538 4.975
C 0.065 -3.604 5.609
C 0.134 -3.899 6.966
C -0.681 -4.877 7.519
C -1.579 -5.561 6.713
C -1.655 -5.268 5.360
C -0.834 -4.298 4.796
H -1.028 -4.835 2.708
H -1.703 -3.257 3.127
H 0.466 -1.555 5.096
H 1.928 -2.518 5.391
H 0.835 -3.359 7.592
H -0.615 -5.102 8.577
H -2.223 -6.321 7.138
H -2.364 -5.791 4.730
N -1.868 -0.585 3.507
C -2.596 -0.853 2.353
O -2.152 -0.502 1.257
C -3.832 -1.570 2.560
C -4.270 -1.865 3.867
N -4.634 -2.094 4.944
C -4.636 -1.982 1.479
N -5.310 -2.354 0.615
H -1.166 0.124 3.380
H -2.361 -0.569 4.386
C -2.365 6.020 -1.826
Si -2.140 4.195 -2.261
C -3.866 3.579 -2.678
C -1.042 4.112 -3.796
Sb -1.164 2.534 -0.576
Si -1.938 3.626 1.602
C -0.902 3.030 3.075
C -1.978 5.507 1.766
C -3.698 3.019 1.871
Si 1.151 3.669 -0.531
C 2.345 2.969 -1.790
C 1.102 5.532 -0.836
C 1.958 3.449 1.159
H -2.590 6.539 -2.764
H -1.485 6.483 -1.382
H -3.210 6.169 -1.151
H -4.241 4.070 -3.581
H -4.554 3.803 -1.857
H -3.869 2.504 -2.852
H -1.651 3.948 -4.689
H -0.320 3.295 -3.740
H -0.486 5.044 -3.928
H -0.367 3.869 3.528
H -0.157 2.280 2.805
H -1.566 2.602 3.831
H -0.984 5.950 1.681
H -2.372 5.749 2.759
H -2.619 5.977 1.019
H -3.725 1.927 1.901
H -4.358 3.337 1.060
H -4.102 3.403 2.813
H 1.982 3.067 -2.815
H 2.544 1.910 -1.628
H 3.291 3.515 -1.706
H 0.703 5.767 -1.824
H 2.126 5.920 -0.788
H 0.500 6.059 -0.094
H 1.985 2.399 1.458
H 1.448 4.014 1.942
H 2.990 3.808 1.092

---

Molecular formula: C43H51BIrN9OTe5
Method: DFT, ωB97M-V/def2-TZVPD

Output
HOMO (alpha / beta)	-9.94 / -10.14	eV
multiplicity	6
charge	+1
orbital gap (alpha / beta)	6.638 / 4.879	eV

Positions of all 111 atoms, in Å:
Ir -1.720 0.031 -0.668
C -1.522 -3.885 -4.785
C -0.913 -2.727 -3.990
C -1.593 -1.418 -4.387
C -0.898 -3.042 -2.508
C -0.793 -4.338 -1.977
C -0.592 -4.164 -0.629
N -0.599 -2.848 -0.369
N -0.799 -2.138 -1.511
B -0.234 -2.203 0.994
N -1.500 -1.769 1.765
C -1.848 -2.188 2.992
C -3.061 -1.633 3.311
C -3.426 -0.852 2.202
N -2.462 -0.936 1.272
C -4.707 -0.043 2.175
C -5.161 0.504 0.825
C -4.633 1.085 3.217
N 0.743 -1.020 0.784
C 2.053 -1.061 1.061
C 2.600 0.157 0.736
C 1.534 0.937 0.265
N 0.403 0.206 0.284
C 1.699 2.402 -0.081
C 0.666 3.004 -1.016
C 1.806 3.221 1.214
H -1.553 -3.626 -5.845
H -0.947 -4.806 -4.689
H -2.546 -4.081 -4.453
H 0.139 -2.653 -4.284
H -2.680 -1.532 -4.391
H -1.333 -0.603 -3.712
H -1.287 -1.132 -5.394
H -0.813 -5.273 -2.513
H -0.421 -4.879 0.160
H 0.328 -3.027 1.665
H -1.203 -2.856 3.545
H -3.629 -1.774 4.218
H -5.476 -0.738 2.520
H -4.349 0.982 0.278
H -5.581 -0.279 0.192
H -5.946 1.248 0.979
H -3.934 1.861 2.901
H -5.617 1.545 3.331
H -4.315 0.715 4.193
H 2.498 -1.952 1.479
H 3.629 0.470 0.836
H 2.668 2.466 -0.583
H -0.310 3.071 -0.533
H 0.972 4.012 -1.303
H 0.581 2.412 -1.929
H 0.885 3.143 1.798
H 2.641 2.885 1.834
H 1.964 4.277 0.981
Te -3.864 -1.806 -1.520
Te -5.640 -0.577 -3.030
Te -4.804 2.019 -2.981
Te -2.176 1.873 -2.585
C 3.963 -3.624 6.126
C 3.043 -2.510 5.687
C 1.678 -2.555 5.965
C 0.813 -1.546 5.567
C 1.315 -0.452 4.871
N 0.471 0.602 4.405
C -0.486 1.186 5.192
O -0.764 0.844 6.318
N -1.152 2.286 4.628
C -1.544 2.567 3.320
C -2.149 3.796 3.052
C -2.674 4.037 1.801
C -2.584 3.048 0.833
N -1.973 1.888 1.066
C -1.460 1.651 2.276
C 2.670 -0.385 4.591
C 3.520 -1.407 4.992
H 3.753 -3.924 7.154
H 5.008 -3.319 6.069
H 3.839 -4.509 5.497
H 1.276 -3.401 6.513
H -0.241 -1.606 5.799
H 0.871 1.187 3.684
H -1.618 2.812 5.351
H -2.228 4.539 3.839
H -3.172 4.972 1.577
H -3.031 3.186 -0.144
H -1.040 0.666 2.432
H 3.065 0.479 4.067
H 4.580 -1.333 4.770
Te 1.542 -0.158 -3.019
C 3.076 1.298 -3.016
C 4.289 1.001 -2.405
C 5.291 1.966 -2.339
C 5.082 3.224 -2.886
C 3.872 3.518 -3.506
C 2.867 2.560 -3.564
C 1.423 -0.200 -5.129
C 2.217 -1.090 -5.848
C 2.177 -1.088 -7.238
C 1.345 -0.203 -7.912
C 0.546 0.679 -7.197
C 0.579 0.677 -5.808
H 4.460 0.015 -1.987
H 6.238 1.727 -1.870
H 5.862 3.974 -2.839
H 3.708 4.496 -3.941
H 1.926 2.800 -4.046
H 2.872 -1.778 -5.328
H 2.800 -1.779 -7.794
H 1.321 -0.200 -8.994
H -0.109 1.367 -7.719
H -0.059 1.357 -5.254

---

Computed maximum force, in the same sequence as the records: 0.55; 0.49 eV Å⁻¹.